Entry 1:
ORCA calculation (ωB97M-V with the def2-TZVPD basis set) on the molecule C25H24FN3O.

Properties
HOMO-LUMO gap, Ha: 0.29872
E_HOMO, Ha: -0.275
Charge: 0
Molecular weight, u: 401.485

XYZ file:
```
54
Properties=species:S:1:pos:R:3:forces:R:3
C -2.353 0.376 0.212 -0.0409 -0.1144 0.0160
C 2.822 -1.971 0.369 0.1144 0.1693 0.1122
H -7.316 0.304 1.121 -0.0002 -0.0020 0.1033
C -0.178 -0.617 -0.636 -0.0842 -0.0085 0.1513
C 1.098 2.904 -1.022 -0.0120 -0.0398 0.4844
H -4.206 1.151 0.889 -0.0656 0.0690 0.0123
C -3.780 -1.811 -0.675 -0.3009 -0.0425 0.0798
C 1.533 4.135 -0.547 0.0261 0.0873 -0.0064
C -1.676 -0.649 -0.438 0.0582 -0.2225 -0.1589
C 4.249 -1.530 0.257 0.1981 -0.1172 -0.0375
H -1.813 1.246 0.552 0.0379 0.1223 0.0173
H 0.355 0.628 -3.192 -0.0152 -0.1069 -0.1568
H 1.890 5.267 1.222 0.0277 0.0807 0.0108
H -4.304 -2.687 -1.022 -0.0933 -0.0694 -0.0248
C -4.467 -0.786 -0.017 0.3129 -0.0005 -0.1478
H 2.231 -0.018 0.544 0.1409 -0.1219 -0.0608
C 0.509 -1.194 0.620 -0.0450 -0.1087 -0.1193
H 0.069 -1.276 -1.477 -0.0092 0.0137 0.0969
H -6.549 -2.806 -0.016 -0.0053 -0.0426 -0.0158
C 4.740 -0.360 0.830 -0.0472 -0.1774 -0.1212
C 0.518 1.170 -2.280 -0.0533 -0.2563 0.2206
H 1.184 3.491 2.753 -0.0060 -0.0014 0.0817
C 5.119 -2.366 -0.439 -0.1396 0.0880 0.0910
H 6.472 0.879 1.135 0.0609 0.0718 0.0369
N -5.841 -0.806 0.144 -0.3322 -0.0130 -0.0810
H 7.134 -2.675 -1.130 0.0802 -0.0433 -0.0540
C 6.908 -0.862 -0.021 -0.1457 0.0051 0.0440
O 2.503 -3.141 0.266 -0.0330 -0.2526 -0.1343
H 1.838 4.915 -1.229 0.0394 0.0961 -0.0411
C 1.156 3.308 1.688 0.0017 -0.0421 0.2339
H 4.098 0.286 1.411 -0.0649 0.0606 0.0497
H -5.744 0.271 1.937 -0.0338 0.0116 0.0206
C 0.323 0.752 -0.995 0.0326 -0.1806 -0.4286
N 1.934 -0.979 0.600 -0.1272 0.2785 0.1249
H -6.787 -1.153 1.987 0.0056 0.0190 0.0475
C -6.624 -1.826 -0.509 0.0962 0.0597 -0.0241
C 6.073 -0.021 0.693 0.2510 0.0064 -0.0825
C -3.716 0.316 0.412 -0.0382 0.0116 0.1278
C -2.416 -1.736 -0.878 0.1811 0.1977 0.0884
C -6.449 -0.318 1.360 -0.0470 0.0742 0.0258
C 6.452 -2.038 -0.589 0.1536 0.1535 0.0419
H 0.344 -2.272 0.664 -0.0502 0.1499 0.0631
C 1.559 4.323 0.817 0.0345 0.1000 -0.1175
H 4.724 -3.280 -0.855 -0.0283 -0.0706 -0.0216
H -1.916 -2.550 -1.385 0.0675 -0.0903 -0.0676
C 0.690 1.856 -0.156 0.1151 0.3469 -0.2920
C 0.724 2.086 1.223 0.0171 0.0191 0.0608
H -7.669 -1.516 -0.494 -0.0038 -0.0493 -0.0178
H 0.084 -0.740 1.519 -0.0433 -0.0736 -0.0601
H -6.313 -1.924 -1.548 -0.0422 -0.0646 -0.0264
H 0.410 1.328 1.924 -0.0431 -0.0732 0.0712
N 0.980 2.456 -2.304 0.0347 0.2001 -0.3292
H 1.189 2.987 -3.131 -0.0146 -0.0668 0.0958
F 8.207 -0.526 -0.161 -0.1219 -0.0397 0.0173
```
Positions in Å, forces in eV/Å.

Entry 2:
ORCA calculation (ωB97M-V with the def2-TZVPD basis set) on a structure of composition C25H24FN3Pd at a distorted geometry.

Properties
HOMO-LUMO gap (alpha / beta), Ha: 0.17560 / 0.23769
E_HOMO (alpha / beta), Ha: -0.184 / -0.255
Charge: 0
Spin multiplicity: 3
Molecular weight, u: 491.906

XYZ file:
```
54
Properties=species:S:1:pos:R:3:forces:R:3
H 3.520 0.317 -3.394 -0.0027 0.0094 0.0213
C 4.149 -0.528 1.253 0.2792 -0.0035 -0.0196
H 2.044 -0.571 -2.985 -0.0251 -0.0064 -0.0675
C -1.979 2.358 -0.885 0.1217 -0.0260 0.0522
H -1.118 -1.302 -2.944 0.0137 -0.0372 -0.0307
H -0.271 -3.206 -0.727 -0.0214 0.0266 -0.0240
H -4.647 -0.899 -1.781 0.0097 -0.0214 -0.0143
H 5.620 -0.593 -1.795 -0.0189 0.0054 -0.0148
C -1.681 2.883 1.817 -0.0953 0.0623 0.1105
H -1.584 3.103 2.873 0.0024 -0.0162 -0.0093
H 0.488 -0.592 4.894 -0.0039 -0.0069 -0.0013
H -1.667 -0.668 3.670 0.0152 -0.0092 -0.0283
C 1.693 -0.485 1.734 0.5942 0.0508 -0.3326
N -1.556 -0.734 -0.516 -0.0336 0.0439 -0.0049
H -2.098 2.175 -1.948 -0.0047 -0.0081 -0.0073
C -0.600 2.450 1.067 0.0229 -0.0521 -0.1870
C -2.906 3.031 1.200 0.0633 -0.0193 -0.0316
C 5.154 -0.560 0.327 -0.1031 0.0161 0.0574
C 2.801 -0.503 0.835 -0.3609 -0.0029 0.2411
C 4.843 -0.569 -1.044 -0.0845 -0.0032 -0.0629
N 0.480 -0.459 1.140 -0.4632 -0.3446 -0.9446
H 6.189 -0.578 0.643 -0.0090 -0.0043 0.0373
C 3.513 -0.549 -1.426 0.1769 0.0298 0.0348
C -0.696 -0.553 1.736 0.6442 0.0290 0.8161
H 0.362 2.314 1.548 -0.0065 0.0202 0.0180
C -4.177 -0.701 0.313 -0.1194 -0.0331 -0.3493
N 2.525 -0.515 -0.526 -0.1731 0.0143 -0.4143
C -3.870 -0.824 -1.033 0.0256 0.0199 0.2838
H 0.730 -2.991 -2.181 0.0015 0.0385 -0.0252
C 1.699 -0.517 3.153 -0.4123 0.0085 0.2486
F -3.973 3.436 1.932 -0.0065 0.0039 0.0041
H -2.199 0.045 -3.334 0.0280 0.0023 0.0034
C -0.736 -0.601 3.126 -0.5272 -0.0063 -0.3716
H 2.622 -0.519 3.715 0.0276 0.0135 -0.0420
C -2.537 -0.837 -1.416 0.0114 -0.0175 -0.1589
H -5.211 -0.679 0.631 0.0132 0.0105 0.0473
H -2.803 -1.613 -3.402 -0.0127 0.0145 0.0048
C 0.493 -0.565 3.811 0.5294 0.0280 0.0320
H -3.377 -0.512 2.289 0.0266 0.0168 -0.0133
C -2.141 -0.937 -2.861 -0.0318 0.0390 0.1143
H 3.533 -1.447 -3.372 -0.0222 0.0005 -0.0122
C -3.157 -0.606 1.235 0.2428 0.0207 0.2639
H -4.040 2.933 -0.607 0.0023 0.0048 0.0069
C -0.720 2.157 -0.299 -0.1617 0.2455 0.0897
C -1.836 -0.625 0.809 -0.5981 -0.0261 -0.5110
H 4.379 -0.525 2.310 -0.0233 0.0034 -0.0064
C -3.071 2.786 -0.148 -0.0706 0.0160 0.0100
C 0.407 1.609 -1.057 0.0097 -0.6428 -0.0392
H 0.312 1.757 -2.136 0.0235 0.1338 0.0007
H 1.371 1.962 -0.698 0.0389 -0.0282 -0.0269
Pd 0.483 -0.589 -0.959 0.4513 -0.0108 0.9409
H 1.492 -3.078 -0.580 0.0172 0.0469 -0.0018
C 0.620 -2.720 -1.127 -0.0437 0.3742 0.1753
C 3.129 -0.562 -2.881 0.0433 -0.0229 0.1384
```
Positions in Å, forces in eV/Å.